C3H4O2 | ωB97M-V/def2-TZVPD

Values from the calculation:
Highest occupied orbital energy ... -9.92 eV
ΔE to the lowest compared entry with this formula, charge and spin ... 0.726 eV
M ... 72.1 u
Spin multiplicity ... 1
HOMO-LUMO gap ... 9.463 eV

Geometry as XYZ:
```
9
C3H4O2, DFT ωB97M-V/def2-TZVPD
O -1.29427 -0.93806 -1.16107
O -0.10101 1.75410 0.58923
C -1.37971 0.02229 -0.43556
C 1.08387 -0.32139 0.25658
C -0.11468 0.60238 0.21560
H 1.81723 0.09525 0.94780
H 1.54381 -0.42183 -0.73418
H -2.34681 0.53617 -0.24466
H 0.79157 -1.32891 0.56627
```

C3H4O2 | ωB97M-V/def2-TZVPD

Values from the calculation:
Highest occupied orbital energy ... -9.30 eV
ΔE to the lowest compared entry with this formula, charge and spin ... 1.240 eV
M ... 72.1 u
Spin multiplicity ... 1
HOMO-LUMO gap ... 9.963 eV

Geometry as XYZ:
```
9
C3H4O2, DFT ωB97M-V/def2-TZVPD
O -1.79740 1.26599 -1.57189
O 1.22039 -0.97024 -0.57735
C -1.29502 0.76493 -0.64997
C -0.69709 0.20386 0.38132
C 0.79742 0.01268 0.34619
H -1.31463 -0.26140 1.13917
H 1.30417 0.92601 0.03406
H 0.64320 -1.73411 -0.46694
H 1.13899 -0.20772 1.36542
```

C3H4O2 | ωB97M-V/def2-TZVPD

Values from the calculation:
Highest occupied orbital energy ... -8.90 eV
ΔE to the lowest compared entry with this formula, charge and spin ... 4.509 eV
M ... 72.1 u
Spin multiplicity ... 1
HOMO-LUMO gap ... 9.875 eV

Geometry as XYZ:
```
9
C3H4O2, DFT ωB97M-V/def2-TZVPD
O -0.13445 -1.31781 1.03198
O 0.93509 0.54237 1.18263
C 1.20528 -0.70175 0.61106
C -0.02351 -0.02028 0.30420
C -0.91622 0.58055 -0.73728
H -1.81175 0.06766 -0.55589
H -0.41764 0.36194 -1.64218
H -0.97840 1.60014 -0.55588
H 2.14159 -1.11282 0.36133
```

C3H4O2 | ωB97M-V/def2-TZVPD

Values from the calculation:
Highest occupied orbital energy (alpha / beta) ... -9.70 / -9.45 eV
ΔE to the lowest compared entry with this formula, charge and spin ... 5.131 eV
M ... 72.1 u
Spin multiplicity ... 1
HOMO-LUMO gap (alpha / beta) ... 9.152 / 8.882 eV

Geometry as XYZ:
```
9
C3H4O2, DFT ωB97M-V/def2-TZVPD
O 3.58790 0.57031 0.10352
O 2.00934 -1.27058 -0.11597
C 2.56450 0.00217 -0.10710
C 1.11192 -0.13272 -0.18697
C -0.08561 0.13535 0.60952
H -0.77059 0.88583 0.16843
H -0.66888 -0.66673 0.86282
H 0.23042 0.53834 1.59214
H 0.62980 0.24976 -2.10102
```

C3H4O2 | ωB97M-V/def2-TZVPD

Values from the calculation:
Highest occupied orbital energy ... -8.73 eV
ΔE to the lowest compared entry with this formula, charge and spin ... 3.533 eV
M ... 72.1 u
Spin multiplicity ... 1
HOMO-LUMO gap ... 9.531 eV

Geometry as XYZ:
```
9
C3H4O2, DFT ωB97M-V/def2-TZVPD
O -1.31889 0.28257 0.01900
O -0.56465 -1.53701 1.35200
C -0.38975 -0.44733 0.63886
C 0.76145 -0.06080 0.01141
C -0.17472 0.82584 -0.77584
H 1.74550 0.17553 0.39438
H -0.09539 1.90114 -0.62389
H 0.39435 -1.72267 0.81192
H -0.35789 0.58275 -1.82785
```

C3H4O2 | ωB97M-V/def2-TZVPD

Values from the calculation:
Highest occupied orbital energy ... -9.63 eV
ΔE to the lowest compared entry with this formula, charge and spin ... 4.442 eV
M ... 72.1 u
Spin multiplicity ... 1
HOMO-LUMO gap ... 10.550 eV

Geometry as XYZ:
```
9
C3H4O2, DFT ωB97M-V/def2-TZVPD
O -1.40835 -0.70764 -0.73754
O -1.00976 -0.30775 1.32383
C -1.48934 0.45143 0.12815
C 1.26745 -0.15086 -0.17168
C -0.30477 -0.20560 0.10960
H 1.45672 0.33509 -1.18615
H 1.77225 0.36506 0.64277
H 1.46959 -1.21520 -0.23004
H -1.75381 1.43546 0.12106
```

C3H4O2 | ωB97M-V/def2-TZVPD

Values from the calculation:
Highest occupied orbital energy (alpha / beta) ... -10.02 / -10.02 eV
ΔE to the lowest compared entry with this formula, charge and spin ... 9.407 eV
M ... 72.1 u
Spin multiplicity ... 1
HOMO-LUMO gap (alpha / beta) ... 9.563 / 9.562 eV

Geometry as XYZ:
```
9
C3H4O2, DFT ωB97M-V/def2-TZVPD
O 0.29752 0.35658 1.64713
O 1.27427 -0.43560 1.53667
C -1.14128 0.51122 -2.00129
C -1.69377 1.01113 -0.94840
C 1.51476 -1.18871 0.58023
H 1.07387 -1.27162 -0.40866
H -1.23331 1.17173 0.08578
H 2.44007 -1.77713 0.72585
H -2.53212 1.62240 -1.21732
```

C3H4O2 | ωB97M-V/def2-TZVPD

Values from the calculation:
Highest occupied orbital energy ... -10.66 eV
ΔE to the lowest compared entry with this formula, charge and spin ... 0.494 eV
M ... 72.1 u
Spin multiplicity ... 1
HOMO-LUMO gap ... 11.521 eV

Geometry as XYZ:
```
9
C3H4O2, DFT ωB97M-V/def2-TZVPD
O 0.24814 1.04980 2.08010
O -1.16639 -0.13742 0.70598
C -0.60330 -0.48782 -0.58804
C 0.72422 0.18521 -0.23829
C -0.00481 0.47988 1.06510
H -1.22548 -0.02625 -1.35840
H 1.56942 -0.52694 -0.12465
H 1.06409 1.05600 -0.80803
H -0.60589 -1.59245 -0.73377
```

C3H4O2 | ωB97M-V/def2-TZVPD

Values from the calculation:
Highest occupied orbital energy ... -10.21 eV
ΔE to the lowest compared entry with this formula, charge and spin ... 1.787 eV
M ... 72.1 u
Spin multiplicity ... 1
HOMO-LUMO gap ... 11.020 eV

Geometry as XYZ:
```
9
C3H4O2, DFT ωB97M-V/def2-TZVPD
O 2.24252 0.75845 0.33666
O -1.09779 -0.45510 0.84634
C -0.10394 0.44064 0.37797
C 1.31574 -0.01373 0.34046
C -1.00100 -0.26924 -0.54848
H -0.26148 1.48909 0.62699
H -1.78079 0.29343 -1.05562
H 1.45183 -1.10883 0.21086
H -0.63325 -1.14946 -1.07785
```

C3H4O2 | ωB97M-V/def2-TZVPD

Values from the calculation:
Highest occupied orbital energy ... -8.94 eV
ΔE to the lowest compared entry with this formula, charge and spin ... 4.607 eV
M ... 72.1 u
Spin multiplicity ... 1
HOMO-LUMO gap ... 9.622 eV

Geometry as XYZ:
```
9
C3H4O2, DFT ωB97M-V/def2-TZVPD
O -1.82013 1.24641 -0.43416
O -1.44861 -0.74485 0.47170
C 1.63557 -0.08637 0.22028
C 1.66332 -1.27570 0.24632
C -1.11570 0.49502 0.42284
H -2.16110 -1.11939 -0.09950
H 1.10754 0.78293 0.14348
H -1.64054 2.18425 -0.29187
H 1.86733 -2.24536 0.49910
```

C3H4O2 | ωB97M-V/def2-TZVPD

Values from the calculation:
Highest occupied orbital energy (alpha / beta) ... -6.50 / -10.63 eV
ΔE to the lowest compared entry with this formula, charge and spin ... 1.834 eV
<S²> ... 2.01
M ... 72.1 u
Spin multiplicity ... 3
HOMO-LUMO gap (alpha / beta) ... 7.469 / 8.462 eV

Geometry as XYZ:
```
9
C3H4O2, DFT ωB97M-V/def2-TZVPD
O -0.35719 1.44446 -0.11451
O 2.60634 -0.24885 -0.27981
C -1.09055 0.15816 -0.28622
C 0.23129 -0.83861 0.04779
C 1.47347 -0.24619 -0.03048
H -1.88544 0.25226 0.54022
H -1.78684 -0.05032 -1.01243
H 0.39879 1.21329 0.38246
H 0.41013 -1.68420 0.75298
```

C3H4O2S | ωB97M-V/def2-TZVPD

Values from the calculation:
Highest occupied orbital energy ... 0.80 eV
ΔE to the lowest compared entry with this formula, charge and spin ... 1.156 eV
Net charge ... -2
M ... 104.1 u
Spin multiplicity ... 1
HOMO-LUMO gap ... 5.479 eV

Geometry as XYZ:
```
10
C3H4O2S, DFT ωB97M-V/def2-TZVPD
S -1.08705 1.57713 -1.82637
O 1.23233 -2.33231 0.93057
O 0.53372 -0.39319 2.21038
C 0.06992 -0.56806 -0.15041
C -0.23815 0.96558 -0.21665
C 0.66776 -1.10839 1.21433
H -0.87246 -1.08421 -0.51456
H 0.90249 -0.77032 -0.78089
H 0.78075 1.41067 -0.52953
H -0.54357 1.27903 0.83568
```

C3H4O2S | ωB97M-V/def2-TZVPD

Values from the calculation:
Highest occupied orbital energy ... -9.78 eV
ΔE to the lowest compared entry with this formula, charge and spin ... 2.754 eV
M ... 104.1 u
Spin multiplicity ... 1
HOMO-LUMO gap ... 9.927 eV

Geometry as XYZ:
```
10
C3H4O2S, DFT ωB97M-V/def2-TZVPD
S 0.85137 -0.15194 1.35638
O 0.49393 -1.31051 2.15787
O -0.18774 1.14443 -1.88770
C 0.63352 -0.67309 -0.52638
C -0.81105 0.87542 0.40472
C -0.17868 0.50464 -0.87272
H 1.54147 -0.79026 -0.98972
H -0.86076 1.91423 0.50825
H -1.64098 0.14595 0.38286
H 0.15893 -1.65887 -0.53355
```

C3H4O2S | ωB97M-V/def2-TZVPD

Values from the calculation:
Highest occupied orbital energy ... -8.51 eV
ΔE to the lowest compared entry with this formula, charge and spin ... 1.860 eV
M ... 104.1 u
Spin multiplicity ... 1
HOMO-LUMO gap ... 9.063 eV

Geometry as XYZ:
```
10
C3H4O2S, DFT ωB97M-V/def2-TZVPD
S 3.01369 -0.04150 0.05450
O 0.73188 1.02981 -0.15555
O 0.67620 -1.11748 -0.44048
C 1.43476 0.00367 -0.28003
C -0.72625 -0.72383 0.25780
C -0.65689 0.66376 -0.08191
H -1.11415 1.45255 0.64031
H -1.08577 0.94422 -0.99045
H -1.53201 -1.13302 -0.35793
H -0.74146 -1.07819 1.35374
```

C3H4O2S | ωB97M-V/def2-TZVPD

Values from the calculation:
Highest occupied orbital energy ... -9.70 eV
ΔE to the lowest compared entry with this formula, charge and spin ... 0.769 eV
M ... 104.1 u
Spin multiplicity ... 1
HOMO-LUMO gap ... 9.636 eV

Geometry as XYZ:
```
10
C3H4O2S, DFT ωB97M-V/def2-TZVPD
S -0.60814 -1.08852 2.37572
O 1.67599 -0.66373 0.94519
O -1.33929 -0.66514 -0.56507
C 0.27161 0.99907 -1.11179
C -0.30450 -0.13255 -0.32365
C 0.46828 -0.60653 1.00371
H -0.17497 0.99433 -2.15048
H 0.01943 1.98542 -0.56564
H 1.36021 0.95928 -1.10027
H -1.36862 -1.78163 1.49228
```

C3H4O2S2 | ωB97M-V/def2-TZVPD

Values from the calculation:
Highest occupied orbital energy (alpha / beta) ... -9.09 / -9.09 eV
ΔE to the lowest compared entry with this formula, charge and spin ... 4.859 eV
M ... 136.2 u
Spin multiplicity ... 1
HOMO-LUMO gap (alpha / beta) ... 7.882 / 7.881 eV

Geometry as XYZ:
```
11
C3H4O2S2, DFT ωB97M-V/def2-TZVPD
S -0.75223 0.45469 1.33660
S 1.75925 -0.49844 0.09772
O 1.86825 -0.16540 -2.51769
O 2.55104 0.68816 0.66023
C -2.50094 0.01810 0.82689
C 0.01239 -0.52691 0.12789
C 2.43191 -0.02135 -1.48951
H -3.18203 -0.23111 1.70334
H -2.55984 -0.94520 0.21479
H -2.98076 0.72151 0.26420
H 3.35297 0.50596 -1.22448
```

C3H4O2Sc | ωB97M-V/def2-TZVPD

Values from the calculation:
Highest occupied orbital energy (alpha / beta) ... -6.39 / -8.26 eV
ΔE to the lowest compared entry with this formula, charge and spin ... 0.000 eV
<S²> ... 0.75
M ... 117.0 u
Spin multiplicity ... 2
HOMO-LUMO gap (alpha / beta) ... 5.666 / 7.433 eV

Geometry as XYZ:
```
10
C3H4O2Sc, DFT ωB97M-V/def2-TZVPD
Sc -0.11792 1.56084 -0.51113
O -3.44011 1.42564 0.41530
O -0.88713 -0.30489 -0.54428
C 1.45637 0.09161 -0.00608
C -2.26366 1.36100 0.63887
C 0.33180 -0.94766 -0.15064
H 2.28099 -0.07694 -0.71783
H 0.58446 -1.70076 -0.92473
H 0.17182 -1.51253 0.79019
H 1.88338 0.10371 1.01033
```

C3H4O2Sr | ωB97M-V/def2-TZVPD

Values from the calculation:
Highest occupied orbital energy (alpha / beta) ... -10.73 / -12.54 eV
ΔE to the lowest compared entry with this formula, charge and spin ... 1.808 eV
<S²> ... 0.76
Net charge ... +1
M ... 159.7 u
Spin multiplicity ... 2
HOMO-LUMO gap (alpha / beta) ... 5.268 / 7.027 eV

Geometry as XYZ:
```
10
C3H4O2Sr, DFT ωB97M-V/def2-TZVPD
Sr -0.63311 -2.32099 1.24215
O 2.04090 -1.08301 1.25022
O 1.29183 0.02164 -0.59952
C 1.18750 -0.45725 0.63072
C -0.87144 0.23554 0.26206
C -0.01340 0.59933 -0.92738
H -1.92880 0.23459 -0.03899
H -0.34064 0.15529 -1.87492
H -0.89837 0.93982 1.10626
H 0.16552 1.67505 -1.05061
```

C3H4O2Tl | ωB97M-V/def2-TZVPD

Values from the calculation:
Highest occupied orbital energy ... -2.55 eV
ΔE to the lowest compared entry with this formula, charge and spin ... 0.000 eV
Net charge ... -1
M ... 276.4 u
Spin multiplicity ... 1
HOMO-LUMO gap ... 5.732 eV

Geometry as XYZ:
```
10
C3H4O2Tl, DFT ωB97M-V/def2-TZVPD
Tl -2.80666 -1.36759 0.01312
O 1.57478 -2.02309 -0.17666
O -0.58068 -1.49365 -0.09433
C 0.42615 -2.46998 -0.21525
C -0.29863 -0.03722 -0.06334
C -1.61526 0.70398 0.01405
H -1.75757 1.36447 -0.85837
H 0.35918 0.12641 0.80412
H -1.67608 1.31963 0.92790
H 0.28720 0.17759 -0.97088
```

C3H4O3 | ωB97M-V/def2-TZVPD

Values from the calculation:
Highest occupied orbital energy ... -10.38 eV
ΔE to the lowest compared entry with this formula, charge and spin ... 1.611 eV
M ... 88.1 u
Spin multiplicity ... 1
HOMO-LUMO gap ... 9.836 eV

Geometry as XYZ:
```
10
C3H4O3, DFT ωB97M-V/def2-TZVPD
O -1.98992 -0.56911 -0.42482
O 0.12129 -1.30989 0.95796
O 2.15352 0.69615 -0.73637
C 1.64842 0.32623 0.29302
C -0.91671 0.32072 -0.42315
C 0.25068 -0.27782 0.33185
H 2.18923 0.29643 1.25864
H -1.19106 1.26544 0.07856
H -0.60671 0.58469 -1.44373
H -1.69794 -1.34137 0.08811
```